Here is a structure of composition C22H26B2F2MnN7O4 from OMol25. Energies are from wB97M-V/def2-TZVPD.

The geometry in XYZ format:
```
64
Properties=species:S:1:pos:R:3:lowdin_charge:R:1
Mn 0.966 0.666 -0.020 0.906
C -1.923 1.685 -2.123 -0.002
C -1.613 0.251 -1.854 -0.307
C -2.323 -0.887 -2.244 0.036
C -1.552 -1.967 -1.848 -0.253
C -1.815 -3.427 -1.996 -0.005
N -0.452 -1.485 -1.245 0.042
N -0.488 -0.124 -1.248 0.019
B 0.859 -2.196 -0.825 -0.467
N 2.033 -1.461 -1.525 0.045
N 2.231 -0.150 -1.252 -0.039
C 3.320 0.255 -1.904 -0.300
C 3.803 1.662 -1.800 -0.011
C 3.840 -0.825 -2.622 0.041
C 3.001 -1.894 -2.351 -0.246
C 3.072 -3.301 -2.839 -0.005
N 1.086 -2.094 0.720 0.040
N 1.575 -0.935 1.265 0.027
C 2.074 -1.237 2.465 -0.323
C 2.849 -0.255 3.281 -0.015
C 1.889 -2.600 2.715 0.036
C 1.270 -3.108 1.589 -0.256
C 0.861 -4.510 1.291 -0.005
H -2.979 1.819 -2.346 0.090
H -1.354 2.040 -2.984 0.094
H -1.665 2.318 -1.273 0.047
H -3.263 -0.920 -2.767 0.118
H -2.802 -3.578 -2.427 0.087
H -1.782 -3.933 -1.031 0.081
H -1.080 -3.901 -2.645 0.087
H 0.837 -3.341 -1.157 0.118
H 3.146 2.261 -1.159 0.067
H 3.834 2.143 -2.777 0.090
H 4.806 1.702 -1.375 0.090
H 4.708 -0.835 -3.256 0.119
H 3.910 -3.409 -3.523 0.087
H 2.160 -3.582 -3.364 0.088
H 3.211 -3.998 -2.013 0.088
H 2.969 0.690 2.751 0.078
H 3.841 -0.662 3.473 0.092
H 2.388 -0.056 4.246 0.081
H 2.180 -3.145 3.595 0.122
H 0.936 -5.111 2.195 0.089
H 1.501 -4.957 0.530 0.087
H -0.165 -4.556 0.930 0.080
O -1.625 0.741 2.529 0.264
C -1.410 1.710 1.621 -0.326
O -0.424 1.695 0.895 0.012
C -2.466 2.727 1.513 -0.104
C -3.724 2.526 2.084 0.030
C -4.705 3.494 1.943 -0.017
C -4.434 4.668 1.254 0.041
C -3.176 4.843 0.708 -0.109
C -2.181 3.898 0.817 0.065
N -2.874 6.094 -0.026 -0.350
O -3.723 6.952 -0.022 0.111
O -1.802 6.157 -0.585 0.095
H -3.933 1.612 2.621 0.133
H -5.684 3.337 2.372 0.122
H -5.177 5.444 1.138 0.132
H -1.208 4.089 0.387 0.136
F 0.293 1.213 3.756 0.298
B -0.696 0.388 3.492 -0.791
F -0.952 -0.639 4.251 0.322
```

Summary:
charge: +1
spin multiplicity: 4
relative energy (zero: lowest compared OMol25 entry of this formula, charge and spin): 4.9 kcal per mole



Here is a cluster of 5 separate species, C22H26BF33NO6P in total from OMol25. Energies are from wB97M-V/def2-TZVPD.

The geometry in XYZ format:
```
90
Properties=species:S:1:pos:R:3:lowdin_charge:R:1
C 6.707 -2.558 0.247 -0.055
C 5.883 -1.555 1.047 -0.227
O 4.703 -1.172 0.312 0.042
B 3.556 -1.105 1.034 -0.682
O 3.058 0.100 1.476 0.110
P 2.473 -2.675 1.447 0.865
N 1.002 -1.833 0.761 -0.221
F 3.793 -3.493 2.144 -0.392
H 6.393 -2.485 -0.794 0.080
H 6.547 -3.581 0.579 0.074
H 7.766 -2.305 0.267 0.073
H 6.486 -0.665 1.233 0.122
H 5.621 -1.963 2.023 0.106
H 2.739 0.569 0.679 0.091
H 2.365 -3.710 0.538 0.012
H 1.806 -2.815 2.659 0.041
H 0.233 -2.499 0.736 0.016
H 1.188 -1.600 -0.213 0.014
C 1.994 -8.021 0.880 -0.042
C 1.927 -6.710 0.088 -0.444
C 1.077 -6.678 -1.184 -0.303
F 1.537 -7.544 -2.106 0.101
F 1.142 -5.426 -1.702 0.089
F 3.171 -6.266 -0.177 0.134
F 1.332 -5.798 0.919 0.069
O 3.119 -8.849 0.683 0.054
C 3.169 -9.779 -0.319 -0.544
C 4.284 -9.467 -1.324 -0.284
F 4.109 -8.244 -1.861 0.101
F 4.238 -10.385 -2.316 0.101
F 1.979 -9.936 -0.931 0.150
F 3.494 -10.963 0.248 0.145
H 2.083 -7.707 1.919 0.152
H 1.062 -8.582 0.803 0.148
H 0.034 -6.909 -0.952 0.174
H 5.255 -9.510 -0.827 0.176
C 0.557 3.763 -0.638 -0.030
C 0.121 4.904 -1.569 -0.434
C -1.060 4.648 -2.504 -0.299
F -0.802 3.650 -3.379 0.096
F -1.299 5.772 -3.224 0.093
F 1.181 5.360 -2.274 0.135
F -0.291 5.915 -0.752 0.111
O 1.670 2.972 -1.039 0.060
C 1.539 1.893 -1.858 -0.527
C 2.298 2.068 -3.179 -0.282
F 1.856 3.150 -3.842 0.109
F 2.080 0.972 -3.944 0.101
F 0.261 1.538 -2.057 0.164
F 2.148 0.838 -1.229 0.111
H 0.907 4.257 0.265 0.153
H -0.283 3.145 -0.343 0.122
H -1.958 4.404 -1.935 0.150
H 3.368 2.172 -2.984 0.178
C -5.899 6.003 -3.652 -0.039
C -7.040 7.015 -3.493 -0.443
C -6.704 8.381 -2.891 -0.305
F -6.237 8.258 -1.632 0.097
F -7.835 9.122 -2.855 0.100
F -8.066 6.453 -2.819 0.137
F -7.475 7.286 -4.759 0.103
O -5.765 5.004 -2.660 0.055
C -5.051 5.213 -1.516 -0.536
C -5.926 5.121 -0.263 -0.284
F -6.926 6.019 -0.320 0.106
F -5.157 5.393 0.816 0.102
F -4.349 6.360 -1.558 0.152
F -4.146 4.198 -1.423 0.121
H -6.153 5.442 -4.549 0.150
H -4.949 6.499 -3.854 0.148
H -5.963 8.898 -3.507 0.174
H -6.345 4.116 -0.173 0.176
C -1.637 0.091 2.568 -0.041
C -0.875 1.419 2.641 -0.423
C 0.609 1.359 2.982 -0.301
F 0.814 0.850 4.215 0.103
F 1.109 2.624 2.967 0.090
F -1.516 2.285 3.455 0.137
F -0.925 1.946 1.374 0.081
O -2.404 -0.295 3.692 0.051
C -1.863 -0.994 4.734 -0.545
C -1.919 -0.196 6.042 -0.285
F -1.268 0.976 5.914 0.103
F -1.318 -0.921 7.014 0.099
F -0.617 -1.431 4.469 0.147
F -2.642 -2.087 4.929 0.138
H -2.383 0.247 1.791 0.148
H -0.987 -0.713 2.221 0.119
H 1.149 0.760 2.252 0.132
H -2.958 -0.005 6.316 0.175
```

Summary:
E_tot: -5021.98454 a.u.
SMILES: FC(F)C(F)(F)COC(F)(F)C(F)F.FC(F)C(F)(F)COC(F)(F)C(F)F.FC(F)C(F)(F)COC(F)(F)C(F)F.FC(F)C(F)(F)COC(F)(F)C(F)F.CCOB(O)[PH2](N)F



Copy entry 1 word for word.
Here is a structure of composition C22H26B2F2MnN7O4 from OMol25. Energies are from wB97M-V/def2-TZVPD.

The geometry in XYZ format:
```
64
Properties=species:S:1:pos:R:3:lowdin_charge:R:1
Mn 0.966 0.666 -0.020 0.906
C -1.923 1.685 -2.123 -0.002
C -1.613 0.251 -1.854 -0.307
C -2.323 -0.887 -2.244 0.036
C -1.552 -1.967 -1.848 -0.253
C -1.815 -3.427 -1.996 -0.005
N -0.452 -1.485 -1.245 0.042
N -0.488 -0.124 -1.248 0.019
B 0.859 -2.196 -0.825 -0.467
N 2.033 -1.461 -1.525 0.045
N 2.231 -0.150 -1.252 -0.039
C 3.320 0.255 -1.904 -0.300
C 3.803 1.662 -1.800 -0.011
C 3.840 -0.825 -2.622 0.041
C 3.001 -1.894 -2.351 -0.246
C 3.072 -3.301 -2.839 -0.005
N 1.086 -2.094 0.720 0.040
N 1.575 -0.935 1.265 0.027
C 2.074 -1.237 2.465 -0.323
C 2.849 -0.255 3.281 -0.015
C 1.889 -2.600 2.715 0.036
C 1.270 -3.108 1.589 -0.256
C 0.861 -4.510 1.291 -0.005
H -2.979 1.819 -2.346 0.090
H -1.354 2.040 -2.984 0.094
H -1.665 2.318 -1.273 0.047
H -3.263 -0.920 -2.767 0.118
H -2.802 -3.578 -2.427 0.087
H -1.782 -3.933 -1.031 0.081
H -1.080 -3.901 -2.645 0.087
H 0.837 -3.341 -1.157 0.118
H 3.146 2.261 -1.159 0.067
H 3.834 2.143 -2.777 0.090
H 4.806 1.702 -1.375 0.090
H 4.708 -0.835 -3.256 0.119
H 3.910 -3.409 -3.523 0.087
H 2.160 -3.582 -3.364 0.088
H 3.211 -3.998 -2.013 0.088
H 2.969 0.690 2.751 0.078
H 3.841 -0.662 3.473 0.092
H 2.388 -0.056 4.246 0.081
H 2.180 -3.145 3.595 0.122
H 0.936 -5.111 2.195 0.089
H 1.501 -4.957 0.530 0.087
H -0.165 -4.556 0.930 0.080
O -1.625 0.741 2.529 0.264
C -1.410 1.710 1.621 -0.326
O -0.424 1.695 0.895 0.012
C -2.466 2.727 1.513 -0.104
C -3.724 2.526 2.084 0.030
C -4.705 3.494 1.943 -0.017
C -4.434 4.668 1.254 0.041
C -3.176 4.843 0.708 -0.109
C -2.181 3.898 0.817 0.065
N -2.874 6.094 -0.026 -0.350
O -3.723 6.952 -0.022 0.111
O -1.802 6.157 -0.585 0.095
H -3.933 1.612 2.621 0.133
H -5.684 3.337 2.372 0.122
H -5.177 5.444 1.138 0.132
H -1.208 4.089 0.387 0.136
F 0.293 1.213 3.756 0.298
B -0.696 0.388 3.492 -0.791
F -0.952 -0.639 4.251 0.322
```

Summary:
charge: +1
spin multiplicity: 4
relative energy (zero: lowest compared OMol25 entry of this formula, charge and spin): 4.9 kcal per mole